Below is an isolated ion of composition C5H10N3 and charge +1 in a non-equilibrium geometry, with properties calculated with ωB97M-V with the def2-TZVPD basis set.

Structure (XYZ):
```
18
Properties=species:S:1:pos:R:3:forces:R:3:lowdin_charge:R:1
C -0.7708 -1.6595 0.3051 -0.220 0.162 -0.234 -0.0739
C -0.6819 1.2789 0.0000 3.509 -2.215 -0.569 -0.1469
C -1.9131 0.5275 -0.2317 -0.800 0.378 -0.387 -0.1221
C 0.9919 -0.1833 -0.4517 -2.355 3.039 0.275 -0.1830
C 2.3181 0.2981 0.0371 -0.227 -0.120 -0.021 -0.0734
N -0.4415 2.4196 0.3331 -0.880 0.639 0.238 0.1886
N -1.8092 -0.9216 -0.0686 0.350 -0.334 0.206 0.0761
N 0.4896 -1.3190 0.2034 -0.125 -0.783 0.559 0.0569
H -0.9962 -2.6442 0.6948 0.046 -0.003 0.007 0.1660
H -2.6872 0.8863 0.4614 0.231 -0.065 -0.109 0.1538
H -2.2680 0.7404 -1.2520 0.067 -0.032 0.198 0.1495
H 0.8203 -0.1773 -1.5178 0.100 -0.321 -0.181 0.1214
H 2.6938 1.1033 -0.5890 -0.022 0.010 -0.005 0.0888
H 3.0453 -0.5170 -0.0041 0.153 -0.004 -0.024 0.0894
H 2.2626 0.6388 1.0691 0.020 0.080 0.100 0.0863
H 0.4846 2.8182 0.3883 0.266 -0.214 -0.055 0.0873
H -2.7092 -1.3794 -0.0526 0.120 -0.103 0.109 0.1615
H 1.1710 -1.9097 0.6753 -0.234 -0.114 -0.108 0.1738
```
Positions in Å, forces in eV/Å.

Computed properties:
Charge = +1
Maximum force = 4.19 eV/A
Energy relative to the best compared isomer or geometry (same formula, charge and spin) = 3.011 eV
Highest occupied orbital energy = -12.10 eV
Frontier orbital gap = 0.310 Eh
Electronic energy = -360.4644 Eh